Formula: C2H10N3PbS
Source: the Open Molecules 2025 dataset
Level of theory: ωB97M-V with the def2-TZVPD basis set

The energy above the lowest of the compared OMol25 structures with the same formula, charge and spin is 0.000 eV. For the frontier orbital gap, the calculation gives 7.1 eV. Its total charge is +1. The calculation puts the total energy at -22783.5045 eV. The HOMO energy comes out at -11.8 eV. Its LUMO energy is -0.171 Eh.

Geometry as XYZ:
```
17
Properties=species:S:1:pos:R:3:forces:R:3:nbo_charge:R:1
C 2.168 1.801 -0.001 1.32 1.03 1.19 -0.8752
Pb 0.425 -1.718 -0.014 -1.02 1.46 1.05 1.4896
N -2.007 -2.002 0.132 0.05 -0.40 -1.19 -1.1102
N -0.085 0.039 -2.122 -0.15 -0.18 -0.47 -1.1017
H -2.254 -1.027 0.333 -0.06 -0.47 0.13 0.4399
H 2.943 1.075 -0.285 -0.08 0.54 -0.14 0.2106
H 2.228 1.958 1.087 0.22 -0.20 -0.19 0.2382
H 1.211 1.377 -0.128 -1.29 -0.18 -0.59 0.1838
H 2.297 2.835 -0.409 -0.17 -1.21 -0.20 0.2447
H -1.088 0.219 -2.048 0.19 0.14 0.00 0.3894
H 0.016 -0.474 -3.014 0.05 0.31 0.54 0.3962
H 0.351 0.965 -2.288 -0.17 -0.78 0.42 0.4202
H -2.433 -2.326 -0.739 -0.24 0.11 0.36 0.3973
H -2.333 -2.600 0.890 0.09 0.23 -0.04 0.4247
S -0.265 0.297 4.261 -0.21 0.12 0.13 0.0355
C -0.517 -0.061 2.754 0.58 -0.40 -0.94 0.1583
N -0.657 -0.359 1.589 0.87 -0.13 -0.06 -0.9415
```
Forces are in eV/Å.



Formula: C5H5N
Source: the Open Molecules 2025 dataset
Level of theory: ωB97M-V with the def2-TZVPD basis set

The energy above the lowest of the compared OMol25 structures with the same formula, charge and spin is 4.830 eV. For the frontier orbital gap, the calculation gives 9.3 eV. The calculation puts the total energy at -6751.0781 eV. The HOMO energy comes out at -9.0 eV. Its LUMO energy is 0.013 Eh.

Geometry as XYZ:
```
11
Properties=species:S:1:pos:R:3:forces:R:3:nbo_charge:R:1
H 0.469 -0.100 -2.407 -0.95 -0.49 0.09 0.3576
N 0.782 -0.111 -1.448 1.68 1.04 -0.47 -0.5882
C 0.028 0.132 -0.476 -0.58 -1.25 0.50 0.2423
C -1.448 -0.005 -0.397 -3.27 0.21 -0.44 -0.6973
C 0.705 0.311 0.801 1.12 -0.62 1.02 -0.0561
C 0.928 0.890 2.082 0.35 -0.66 -0.47 -0.0647
C 1.706 -0.185 1.540 -1.35 1.60 -0.22 -0.1563
H -1.932 1.018 -0.574 0.54 -1.19 0.81 0.2481
H -1.850 -0.575 -1.291 0.70 0.35 1.02 0.2315
H -1.923 -0.525 0.571 1.46 1.42 -2.01 0.2499
H 2.534 -0.850 1.601 0.30 -0.39 0.17 0.2332
```
Forces are in eV/Å.



Formula: C9H13N2OSr
Source: the Open Molecules 2025 dataset
Level of theory: ωB97M-V with the def2-TZVPD basis set

For the frontier orbital gap, the calculation gives 2.9 eV. Its total charge is +1. The calculation puts the total energy at -15395.3232 eV. The HOMO energy comes out at -9.2 eV. Its LUMO energy is -0.234 Eh.

Geometry as XYZ:
```
26
Properties=species:S:1:pos:R:3:forces:R:3:nbo_charge:R:1
C 3.297 -0.472 0.416 -0.19 -1.07 0.08 -0.2641
O 2.578 -0.290 -0.808 0.13 0.61 0.27 -0.5631
C 2.016 1.027 -0.920 -0.28 -0.11 0.40 -0.0707
C 1.004 1.371 0.245 0.29 1.10 -0.64 -0.4571
C -0.262 2.111 -0.321 -0.25 0.86 -0.29 -0.2170
N -1.110 1.244 -1.165 1.16 -1.89 1.35 -0.6233
C -1.585 0.227 -0.468 -0.98 0.23 -0.01 0.2853
C -2.669 0.281 0.544 0.96 -1.51 0.11 -0.3122
C -3.106 -0.896 1.188 -1.21 1.18 0.73 0.0125
N -2.676 -2.202 1.088 1.81 1.11 -2.79 -0.5947
C -1.650 -2.195 0.138 -0.09 -0.34 -0.03 -0.1562
C -1.093 -1.168 -0.636 -1.06 -0.62 -0.13 -0.3418
H 4.191 -1.107 0.194 -0.61 0.66 0.18 0.1924
H 2.640 -1.070 1.103 0.64 0.66 -0.21 0.1653
H 3.605 0.476 0.910 -0.19 -0.55 -0.43 0.1841
H 2.857 1.762 -0.873 -0.61 -0.38 -0.26 0.1674
H 1.517 1.067 -1.919 0.35 -0.01 0.87 0.2057
H 0.733 0.486 0.862 0.19 0.51 -0.48 0.2020
H 1.531 2.127 0.886 -0.58 -0.80 -0.17 0.2127
H -0.841 2.584 0.514 0.49 -0.27 -0.36 0.1701
H 0.108 2.937 -0.980 -0.34 -0.49 0.61 0.2017
H -3.137 1.251 0.792 0.30 -0.77 -0.17 0.2473
H -3.947 -0.762 1.909 0.70 -0.21 -0.58 0.2088
H -1.173 -3.229 -0.028 0.61 1.10 1.06 0.0210
H -0.285 -1.385 -1.365 -0.40 0.31 0.70 0.2463
Sr -2.545 -4.175 -1.305 -0.83 0.68 0.18 1.8775
```
Forces are in eV/Å.



Formula: C14H17FeNO2
Source: the Open Molecules 2025 dataset
Level of theory: ωB97M-V with the def2-TZVPD basis set

The energy above the lowest of the compared OMol25 structures with the same formula, charge and spin is 0.103 eV. For the frontier orbital gap (spin up / spin down), the calculation gives 6.5 / 7.6 eV. The spin multiplicity is 5. The expectation value of S² is 6.068. The calculation puts the total energy at -54764.5253 eV. The HOMO energy (spin up / spin down) comes out at -6.5 / -7.9 eV. Its LUMO energy (spin up / spin down) is -0.002 / -0.013 Eh.

Geometry as XYZ:
```
35
Properties=species:S:1:pos:R:3:forces:R:3:lowdin_spin:R:1
C -1.376 -0.891 -1.276 0.70 -0.57 0.99 0.1990
C 1.404 -0.213 -1.488 0.04 1.37 0.01 -0.0464
C -2.001 0.386 -1.773 -0.77 0.29 -0.69 0.0224
H -2.152 -1.488 -0.774 0.40 0.10 -0.11 0.0135
C 0.976 1.125 -1.325 1.00 -0.62 -0.63 0.0448
H 2.334 -0.574 -1.025 -0.33 0.31 0.08 0.0021
H -2.972 0.122 -2.241 0.28 0.10 -0.09 0.0090
H 1.552 1.821 -0.691 -0.14 -0.53 -0.23 0.0085
C -1.207 1.173 -2.828 -0.33 -0.03 0.01 0.0009
H -1.858 1.988 -3.175 0.18 -0.14 -0.04 0.0002
H -1.040 0.534 -3.710 -0.03 0.18 0.34 0.0001
C -0.531 -1.730 -2.209 -0.10 -0.13 -0.26 0.0422
H -1.095 -1.970 -3.124 0.27 -0.12 -0.15 0.0134
H -0.325 -2.691 -1.705 -0.09 0.30 -0.21 0.0029
C 0.839 -1.071 -2.587 -0.44 -0.80 -0.43 0.0026
H 0.705 -0.512 -3.522 0.24 0.07 0.33 -0.0015
H 1.543 -1.880 -2.815 -0.02 0.17 0.00 0.0000
C 0.114 1.826 -2.367 -0.34 0.34 0.17 0.0052
H 0.713 1.999 -3.281 0.06 -0.04 0.42 0.0021
H -0.123 2.828 -1.971 0.09 -0.32 -0.09 0.0003
Fe 0.045 -0.186 0.090 -1.14 0.07 -0.04 3.5261
H -2.334 1.039 -0.945 0.46 -0.19 -0.11 0.0033
O -2.581 -0.564 3.097 0.98 0.45 -0.82 0.0236
C -1.634 -0.223 2.379 -1.07 -0.09 -0.02 0.0110
O -1.642 0.137 1.140 -0.31 0.08 1.21 0.0636
C -0.252 -0.194 2.983 1.10 -0.10 0.42 0.0073
C -0.061 -0.192 4.365 0.13 -0.08 -0.05 -0.0016
C 1.232 -0.109 4.889 -0.20 -0.02 -0.73 0.0052
C 2.303 -0.022 3.985 -0.48 0.01 -0.05 -0.0008
C 2.033 -0.031 2.613 -0.10 -0.17 0.35 0.0106
N 0.788 -0.148 2.116 0.06 0.09 0.79 0.0291
H -0.956 -0.282 4.980 0.29 0.09 -0.10 0.0001
H 1.388 -0.107 5.968 0.05 -0.01 -0.34 0.0003
H 3.327 0.040 4.341 -0.14 0.06 -0.13 0.0000
H 2.845 0.061 1.886 -0.26 -0.14 0.21 0.0008
```
Forces are in eV/Å.



Formula: C50H58Br2N10NbO
Source: the Open Molecules 2025 dataset
Level of theory: ωB97M-V with the def2-TZVPD basis set

For the frontier orbital gap, the calculation gives 7.0 eV. Its total charge is -1. The calculation puts the total energy at -211370.7068 eV. The HOMO energy comes out at -5.1 eV. Its LUMO energy is 0.072 Eh.

Geometry as XYZ:
```
122
Properties=species:S:1:pos:R:3:forces:R:3:mulliken_charge:R:1
C -2.090 -3.223 2.952 -0.34 1.25 0.31 -0.3980
C -3.044 -2.641 2.440 -0.66 0.69 0.78 -0.0751
C -4.305 -1.790 2.020 1.27 -2.21 -0.18 -0.4979
Nb -3.702 0.070 0.792 1.49 0.34 2.15 -0.7489
Br -1.604 -1.152 -0.217 -0.71 0.08 -0.12 -0.2696
C -5.546 1.234 1.397 -0.71 -0.18 -0.24 -0.4032
C -6.883 0.417 1.665 -0.67 2.91 0.97 0.1203
C -8.100 1.488 1.563 -0.44 -0.29 -0.50 -1.0106
Br -7.317 -0.993 0.349 0.13 0.14 0.68 -0.2086
N -3.087 1.828 -0.383 -0.85 -1.52 -4.21 -0.7102
C -3.176 1.531 -1.613 0.56 0.32 2.45 0.9791
O -3.172 1.251 -2.775 -0.07 0.77 1.74 -0.6088
N -2.717 0.844 2.481 -0.02 -0.34 -2.31 -0.3065
C -1.302 0.476 2.701 1.12 1.25 1.41 -0.3106
C -0.368 1.459 1.879 0.55 1.11 0.78 0.3880
C 1.148 1.499 2.422 -1.03 -0.32 -0.32 -1.1198
H -1.186 -3.387 3.587 -1.33 -0.12 -1.29 0.3126
H -4.944 -2.495 1.401 0.56 0.92 0.73 0.4213
H -4.849 -1.526 2.972 0.53 -0.21 -0.96 0.2328
H -4.619 -0.496 -0.674 -0.11 0.33 -0.16 0.1544
H -5.775 2.031 0.612 0.37 -1.15 0.81 0.3741
H -5.295 1.815 2.348 -0.35 -0.82 -1.01 0.1390
H -6.922 0.054 2.741 0.30 -0.28 -1.69 0.3547
H -8.759 1.216 0.675 0.74 0.43 1.22 0.3013
H -7.733 2.541 1.384 -0.19 -1.22 0.30 0.2855
H -8.746 1.506 2.488 0.65 -0.16 -0.88 0.2536
H -2.778 1.873 2.437 0.07 -0.43 0.52 0.2361
H -1.078 0.721 3.803 -0.09 -0.35 -1.24 0.3600
H -1.048 -0.615 2.604 -0.61 1.11 -0.37 -0.0481
H -0.769 2.510 2.092 0.24 -1.30 -0.29 -0.0731
H -0.414 1.336 0.762 -0.01 -0.22 1.17 0.2424
H 1.582 2.532 2.293 -0.53 -1.36 0.21 0.2420
H 1.091 1.221 3.521 0.43 0.17 -1.24 0.3839
H 1.749 0.768 1.810 -0.38 0.62 0.98 0.1867
N 1.724 -2.558 1.371 0.36 -0.33 -0.25 -0.2087
C 3.035 -2.734 1.584 -0.42 0.11 -0.02 -0.3705
C 3.842 -3.550 0.807 -0.04 0.01 0.00 -0.5298
C 3.260 -4.230 -0.251 -0.06 -0.07 -0.23 0.3956
C 1.904 -4.068 -0.492 0.21 0.05 0.10 -0.8829
C 1.185 -3.224 0.341 -0.20 0.21 0.34 -0.2607
H 3.444 -2.183 2.426 0.05 -0.01 -0.02 0.3372
H 4.898 -3.652 1.024 -0.03 -0.02 0.00 0.3868
H 3.855 -4.878 -0.880 0.02 0.08 0.11 0.1935
H 1.416 -4.583 -1.310 -0.02 0.05 0.02 0.4104
H 0.122 -3.062 0.188 0.13 -0.06 0.04 0.4204
N 5.611 -6.489 -0.690 0.49 -0.37 -0.30 -0.3733
C 6.922 -6.663 -0.480 -0.43 0.14 0.02 -0.2690
C 7.728 -7.477 -1.263 -0.08 -0.02 -0.04 -0.3397
C 7.140 -8.152 -2.322 0.07 -0.15 0.01 -0.3019
C 5.784 -7.990 -2.558 0.08 -0.08 0.02 -0.5185
C 5.070 -7.152 -1.719 -0.04 0.27 0.35 -0.1076
H 7.333 -6.115 0.362 0.05 -0.03 -0.03 0.3691
H 8.784 -7.579 -1.050 -0.04 0.02 0.02 0.3597
H 7.734 -8.798 -2.958 -0.03 0.02 0.02 0.4084
H 5.293 -8.502 -3.376 0.00 0.05 0.03 0.3652
H 4.006 -6.989 -1.866 0.01 -0.05 -0.05 0.4336
N -2.182 4.087 4.098 -0.31 0.35 0.40 -0.1223
C -1.622 5.295 4.239 -0.03 -0.42 -0.19 -0.1259
C -2.073 6.257 5.129 -0.05 -0.01 0.05 -0.7057
C -3.171 5.956 5.920 -0.01 0.05 0.05 -0.2254
C -3.773 4.713 5.793 -0.01 0.13 0.08 -0.8948
C -3.243 3.819 4.875 0.36 -0.11 -0.36 -0.1931
H -0.768 5.485 3.597 0.00 0.04 0.03 0.4084
H -1.577 7.217 5.202 0.01 -0.04 -0.03 0.3589
H -3.555 6.682 6.627 0.01 -0.02 -0.03 0.3936
H -4.633 4.443 6.394 0.02 -0.08 -0.08 0.5729
H -3.677 2.833 4.742 -0.01 0.01 0.02 0.5289
N 7.789 -5.811 -7.542 -0.30 0.08 0.36 -0.5750
C 6.697 -5.045 -7.676 0.40 -0.26 -0.02 -0.2985
C 5.818 -4.767 -6.640 0.02 -0.01 -0.06 -0.3832
C 6.079 -5.316 -5.395 -0.17 0.03 0.24 -0.3272
C 7.199 -6.113 -5.231 0.05 0.04 -0.12 -0.0723
C 8.019 -6.328 -6.328 0.00 0.14 -0.45 -0.3746
H 6.534 -4.641 -8.669 -0.04 0.03 0.04 0.3468
H 4.952 -4.139 -6.803 0.02 -0.02 0.03 0.3801
H 5.415 -5.123 -4.560 -0.03 0.03 -0.07 0.6325
H 7.430 -6.556 -4.272 0.03 0.06 -0.07 0.3051
H 8.910 -6.943 -6.247 -0.03 0.00 0.05 0.3517
N 1.767 3.877 0.494 0.19 0.68 -0.60 -0.0867
C 2.930 4.502 0.275 -0.32 -0.24 0.12 -0.2489
C 3.112 5.474 -0.697 -0.06 0.00 -0.03 -0.7216
C 2.028 5.815 -1.493 0.00 0.11 -0.02 -0.1739
C 0.813 5.180 -1.287 0.19 0.08 0.04 -0.8189
C 0.736 4.225 -0.285 0.01 -0.31 0.36 -0.1360
H 3.748 4.198 0.921 0.03 0.04 -0.03 0.3669
H 4.075 5.949 -0.829 -0.02 -0.03 0.01 0.3790
H 2.130 6.569 -2.266 0.01 -0.02 0.03 0.4635
H -0.055 5.419 -1.888 0.00 -0.03 0.06 0.4938
H -0.194 3.702 -0.082 -0.01 0.01 -0.05 0.4195
N 2.597 -3.834 -4.975 -0.31 0.21 -0.29 -0.2520
C 1.935 -4.402 -5.992 0.25 0.04 0.31 -0.2696
C 0.915 -3.780 -6.693 0.01 0.05 0.04 -0.5226
C 0.552 -2.494 -6.320 -0.08 0.07 -0.06 -0.1289
C 1.219 -1.884 -5.270 -0.03 -0.03 -0.09 -0.5644
C 2.228 -2.591 -4.636 0.27 -0.34 0.08 -0.2087
H 2.252 -5.409 -6.245 -0.05 0.01 -0.05 0.4040
H 0.416 -4.288 -7.508 0.03 -0.01 0.04 0.3612
H -0.243 -1.974 -6.842 0.03 -0.03 0.05 0.3709
H 0.963 -0.882 -4.951 0.01 -0.06 0.04 0.3983
H 2.781 -2.154 -3.811 -0.08 0.04 -0.01 0.4280
N 1.309 6.551 -5.378 -0.45 -0.13 -0.08 -0.5652
C 0.778 5.537 -4.683 0.29 0.26 -0.22 -0.4710
C -0.505 5.051 -4.885 -0.05 0.02 -0.03 -0.6057
C -1.286 5.650 -5.860 -0.12 -0.03 -0.03 -0.2869
C -0.760 6.703 -6.593 0.01 -0.07 0.06 -0.3282
C 0.535 7.112 -6.316 0.32 -0.06 0.23 -0.1957
H 1.426 5.104 -3.931 -0.08 -0.09 -0.07 0.7863
H -0.882 4.226 -4.294 0.03 0.02 -0.01 0.5649
H -2.295 5.300 -6.048 0.05 0.00 0.02 0.3887
H -1.341 7.196 -7.362 0.04 0.00 0.02 0.3422
H 0.992 7.929 -6.865 -0.07 0.00 -0.02 0.3622
N -5.737 2.925 8.067 0.08 -0.24 0.61 -0.2874
C -6.729 2.069 8.345 0.21 0.31 -0.28 -0.2768
C -6.813 1.340 9.520 0.06 0.02 0.06 -0.4813
C -5.812 1.499 10.464 -0.01 -0.06 0.11 -0.1436
C -4.772 2.377 10.202 -0.06 -0.02 -0.01 -0.6297
C -4.780 3.063 8.999 -0.30 0.04 -0.45 0.0092
H -7.487 1.975 7.574 -0.01 -0.05 0.05 0.3867
H -7.641 0.664 9.690 0.03 0.02 -0.04 0.3505
H -5.842 0.945 11.395 0.01 0.02 -0.05 0.3626
H -3.973 2.526 10.917 -0.01 0.01 -0.05 0.3506
H -3.989 3.763 8.750 0.02 -0.05 0.04 0.3377
```
Forces are in eV/Å.



Formula: C3HHoO2
Source: the Open Molecules 2025 dataset
Level of theory: ωB97M-V with the def2-TZVPD basis set

The energy above the lowest of the compared OMol25 structures with the same formula, charge and spin is 1.779 eV. For the frontier orbital gap (spin up / spin down), the calculation gives 5.8 / 4.3 eV. Its total charge is +2. The spin multiplicity is 5. The expectation value of S² is 6.005. The calculation puts the total energy at -32995.4501 eV. The HOMO energy (spin up / spin down) comes out at -18.2 / -18.2 eV. Its LUMO energy (spin up / spin down) is -0.458 / -0.511 Eh.

Geometry as XYZ:
```
7
Properties=species:S:1:pos:R:3:forces:R:3:lowdin_spin:R:1
O 0.434 -1.135 -0.069 3.21 0.18 -0.48 0.0010
O 0.119 1.024 -0.134 3.11 0.66 -0.23 -0.0062
C -0.355 -0.150 -0.160 -2.52 -0.38 0.67 0.0003
Ho 2.374 0.255 -0.125 -4.94 -0.69 0.11 4.0084
C -2.928 -0.306 0.320 -1.08 -2.90 -2.07 -0.0030
C -1.795 -0.352 -0.141 3.12 1.61 0.42 -0.0004
H -3.391 -1.278 -0.142 -0.91 1.52 1.59 -0.0001
```
Forces are in eV/Å.